Entry 1:
Here is 6 unconnected molecules or ions with the total composition C23H54N6O6 at a distorted geometry from the OMol25 dataset. Energies are from ωB97M-V with the def2-TZVPD basis set.

```
89
Properties=species:S:1:pos:R:3:forces:R:3:mulliken_charge:R:1
H 0.64066 -0.64505 -0.18834 0.0 -0.3 0.3 0.310
H 2.86756 2.80208 -0.04439 0.0 0.0 0.0 0.146
H 0.99531 6.04124 0.27986 0.0 0.0 -0.2 0.224
H -1.06127 -1.68258 -4.31243 -0.1 0.0 0.0 0.286
C -3.05287 -0.52973 -1.96869 -0.1 -0.7 -0.2 -0.989
C 0.48580 -1.18166 -1.12211 -0.1 0.7 -0.4 -0.677
H -7.47605 -2.65523 -2.03788 0.1 0.1 0.0 0.349
H 0.03457 -2.13828 -0.88035 0.0 -0.2 0.0 0.110
H 3.21606 4.94841 -2.51988 0.1 0.0 0.0 0.350
H -2.99583 -0.12160 -0.96421 0.0 0.1 0.1 0.579
H 1.22667 4.48945 5.75908 0.0 -0.1 0.0 0.328
H -5.17556 -1.91966 -0.33066 0.0 0.1 0.3 0.247
C 4.16024 -0.12223 2.71450 0.0 0.0 -0.1 -0.943
N 1.33506 5.93305 4.24600 0.1 0.0 0.1 0.062
H -0.61488 -3.50314 3.16522 0.0 0.0 0.0 0.283
H -0.78927 -5.60117 3.60149 0.0 0.0 0.0 0.285
C 1.07568 5.87155 2.92602 -0.1 -0.2 -0.1 0.667
C 5.29422 0.46437 0.67602 0.0 0.0 0.0 0.040
H -1.33924 0.94348 -0.45364 -0.1 0.0 0.1 0.344
C 6.25492 1.25601 2.78528 -0.2 -0.1 0.0 -0.935
H 1.29307 7.04601 6.00872 0.0 0.0 0.0 0.386
H 1.33356 4.90033 2.47403 0.0 0.0 0.0 -0.180
H 5.78896 2.05910 3.36054 0.1 0.0 0.0 0.313
C 1.50747 -5.14172 1.11964 0.0 0.1 0.0 -0.783
H 2.06685 3.98025 4.28505 0.0 0.0 0.0 0.309
C 1.20449 5.66929 -0.72634 -0.1 -0.2 0.1 -0.781
C -1.72421 -1.09969 -2.46231 0.0 0.7 -0.8 0.292
H -4.26097 -3.28938 -0.94407 0.0 -0.1 -0.1 0.273
H 3.60703 -2.57807 -1.79004 0.2 0.0 0.0 0.423
C -0.71160 1.02957 -1.33475 0.2 0.1 0.1 -1.719
H -3.40544 -2.02549 -0.08006 0.1 0.1 0.1 0.442
H -1.12841 1.78362 -2.00128 -0.2 0.0 -0.1 0.381
C -8.69403 -3.71449 -4.31024 0.1 -0.1 0.0 -0.981
H -0.57065 -6.66087 2.19849 0.0 0.0 0.1 0.342
C 1.83920 -1.35039 -1.80901 -0.2 0.0 0.1 -0.333
H -6.85418 -1.79367 -3.46585 0.1 0.1 0.1 0.340
C 2.70639 -2.42867 -1.20012 0.0 -0.1 -0.2 -1.240
H 0.09561 -0.10188 -2.91319 0.1 0.0 -0.2 0.205
H -1.66954 -2.14019 -2.15884 0.1 -0.1 0.3 0.322
H 1.15933 -4.77960 0.15334 0.0 0.0 0.0 0.178
O -4.06699 -1.53681 -2.00782 0.2 0.2 0.3 -0.324
H 1.68308 -1.57519 -2.86579 -0.1 0.0 -0.1 0.332
N -7.34587 -3.80175 -3.77978 0.1 0.1 0.1 0.144
H 2.44165 -4.63039 1.35492 0.0 0.0 -0.1 0.262
C -6.59822 -4.87417 -4.10164 0.1 -0.1 0.0 0.083
H 2.33008 -0.37917 -1.76004 0.3 0.0 -0.1 0.256
H -8.67046 -3.71839 -5.40057 -0.1 0.0 0.0 0.298
H 2.15916 -3.37015 -1.20598 0.0 -0.1 0.1 0.408
H -1.71507 -0.20627 -4.29995 -0.1 0.0 0.0 0.286
H -5.58991 -4.84558 -3.65365 0.0 0.0 0.0 0.281
H 4.10774 3.97308 -1.33933 0.0 0.0 0.0 0.271
O 0.59509 -2.61851 1.79708 0.1 -0.1 0.0 -0.531
H 1.58638 7.99348 4.53300 0.0 0.0 0.0 0.294
H 2.86031 5.09658 5.41268 0.0 -0.1 0.0 0.336
C 0.14994 -3.59148 2.37300 -0.1 0.1 0.1 0.029
H 2.99410 -2.18066 -0.18624 0.0 0.0 0.2 0.064
N 2.23172 4.63202 -0.69961 0.1 0.1 0.0 0.185
H 1.54869 6.48868 -1.35295 0.0 0.0 0.0 0.380
C -0.45592 -0.31376 -2.00099 -0.2 -0.6 0.3 0.917
O 0.58727 6.78113 2.27851 0.1 0.1 0.1 -0.703
H 3.96817 5.72649 -1.11155 0.0 0.0 -0.1 0.352
N -1.84486 -1.15029 -3.94283 0.2 -0.1 0.2 -0.859
N 5.25402 0.54090 2.02069 0.1 0.1 0.1 0.154
O 4.47271 -0.12617 0.00328 0.0 0.1 -0.1 -0.541
H 4.16961 -1.19035 2.49578 -0.1 0.0 0.0 0.302
C 1.02802 7.16012 4.96058 0.0 0.0 -0.1 -0.959
H -9.28419 -4.57120 -3.98226 0.0 0.0 0.0 0.295
C 3.44875 4.83097 -1.45953 -0.2 0.1 0.0 -0.936
C -4.22329 -2.21458 -0.77228 -0.2 -0.1 -0.4 -0.866
H -9.16113 -2.79704 -3.96109 0.0 0.0 0.0 0.379
H 6.15404 0.99822 0.23353 0.0 0.0 0.0 0.319
H 6.76115 0.57693 3.47449 0.1 0.1 0.0 0.336
C -6.84320 -2.74134 -2.92556 -0.4 -0.1 -0.2 -0.574
H 3.20281 0.28005 2.38191 0.0 0.0 0.0 0.263
H 4.26606 0.02959 3.78582 0.0 0.0 0.0 0.392
O -6.97151 -5.79083 -4.80972 0.0 0.0 0.0 -0.602
C -0.06525 -5.97364 2.88009 0.1 0.0 -0.2 -0.952
H 0.27860 5.26234 -1.13529 0.0 0.0 0.0 0.241
H 1.68407 -6.21291 1.06256 0.0 0.0 0.0 0.401
H 0.71539 -6.51822 3.41540 -0.1 0.0 0.0 0.340
C 2.02764 3.51733 0.02220 0.1 -0.1 0.0 0.309
H -5.82696 -2.94784 -2.61820 0.1 0.0 -0.1 -0.030
H -0.03512 7.38702 4.87727 0.0 0.0 0.0 0.290
H 0.23881 1.41630 -0.97592 0.1 0.1 0.0 0.264
C 1.90435 4.81291 4.96632 -0.1 0.2 0.0 -0.894
O 1.03556 3.28881 0.69184 0.0 0.1 0.1 -0.638
H 6.99470 1.68931 2.11536 0.0 0.0 0.0 0.302
H -3.35790 0.24944 -2.66364 -0.1 0.2 0.1 0.251
N 0.51147 -4.86840 2.14134 0.0 -0.1 0.1 0.141
```
Positions in Å, forces in eV/Å.

Values from the calculation:
SMILES ... CCC[C@H](C)[C@H](N)COC.CN(C)C=O.CN(C)C=O.CN(C)C=O.CN(C)C=O.CN(C)C=O
Total charge ... 0
HOMO level ... -8.7 eV
Spin multiplicity ... 1
Kohn-Sham gap ... 9.1 eV



Entry 2:
Here is 3 unconnected molecules or ions with the total composition C23H55BN4O7P from the OMol25 dataset. Energies are from ωB97M-V with the def2-TZVPD basis set.

```
91
Properties=species:S:1:pos:R:3:forces:R:3:lowdin_spin:R:1
C 3.39942 -1.37822 0.45535 0.0 0.0 -0.1 -0.001
H -3.77793 1.32522 -5.87995 0.0 0.0 0.0 0.000
H -7.56724 0.72642 3.75452 0.0 0.0 0.0 0.000
O -7.55955 1.27290 1.78779 0.1 0.0 0.0 0.000
H 0.79876 -2.55565 0.12057 0.1 0.0 0.0 0.000
N 2.00134 -0.35234 2.34084 0.0 0.4 -0.2 0.407
H 3.36732 -2.46272 0.33082 0.0 0.0 0.0 0.000
C -0.23768 1.93176 -6.16739 0.0 0.0 0.0 0.000
H 3.09386 1.78799 1.39253 0.0 0.0 0.0 0.000
H 4.23218 -1.54150 3.28702 0.0 0.0 0.0 0.001
H 4.40509 2.02476 2.55349 0.0 0.0 0.1 0.002
C -3.08240 0.51794 -5.63792 -0.1 0.0 0.0 0.000
H -5.69829 -0.78605 3.65671 0.0 0.0 0.0 0.000
P 5.67751 0.42460 0.49343 -0.1 -0.2 0.1 0.000
C -8.37626 0.84618 0.71967 -0.1 0.0 0.0 0.000
C 6.18481 -3.04762 2.47398 -0.1 -0.1 0.0 0.000
H 7.98563 -2.67012 3.64970 0.0 0.0 0.0 0.000
O -0.27858 1.14235 -2.49813 0.0 0.0 -0.2 0.000
H -9.31440 0.41406 1.08288 0.0 0.0 0.0 0.000
H -2.55601 0.22512 -7.67703 0.0 0.0 0.0 0.000
O -3.24130 0.77202 0.17113 0.0 0.0 0.0 0.000
O 6.45726 -0.35489 -0.76576 0.1 0.0 0.0 0.000
H -7.88261 0.10398 0.08186 0.0 0.0 0.0 0.000
H -1.98872 0.31307 -1.68407 -0.1 0.0 -0.1 0.000
H 0.27330 0.14242 0.26368 0.0 0.1 0.0 0.001
H -1.29872 -0.32928 -6.57148 0.0 0.0 0.0 0.000
C -5.86227 -0.12864 2.79654 0.0 0.0 0.0 0.000
H 5.36362 -3.43934 3.08453 0.0 0.0 0.0 0.000
H 7.40556 -0.41688 -0.59699 -0.2 0.0 0.0 0.000
H -2.10673 -0.43332 1.31735 0.0 0.0 0.0 0.000
H 1.36176 -0.45438 -0.99850 -0.1 0.0 0.0 0.001
B 5.59399 -2.33895 1.19445 0.2 0.1 0.0 0.000
H 3.83759 0.67370 4.97312 0.0 0.0 0.0 0.000
H -8.60462 1.72566 0.12042 0.0 0.0 0.0 0.000
H 6.74365 -3.92282 2.13649 0.0 0.0 0.0 0.000
H 5.26263 -0.13038 3.14356 0.0 -0.1 0.0 0.000
C 1.11570 -2.21410 1.10839 0.0 -0.1 0.0 0.011
H -1.53414 2.81793 -2.51409 0.0 0.0 0.0 0.000
H 4.71378 1.09657 -1.48603 -0.1 -0.1 -0.1 0.000
C -3.11360 -0.00814 1.34736 0.1 0.0 0.0 0.000
C 2.94030 0.30700 4.46986 0.0 0.0 0.1 0.003
N -5.51539 -0.85109 1.58454 0.0 0.1 -0.1 0.000
H -0.48893 2.41552 -5.21871 0.0 0.0 0.0 0.000
C 4.68968 -1.00254 1.23857 0.0 0.2 0.0 0.000
H 0.23080 -1.97725 1.69773 0.0 0.0 -0.1 0.000
H 2.71045 -0.69211 4.84153 0.0 0.0 0.0 0.000
H -3.85088 2.59784 -0.46426 0.0 0.0 0.0 0.000
N 4.55427 1.26150 -0.49999 0.2 0.1 0.2 0.000
H -5.25621 0.77448 2.95705 0.0 0.0 0.0 0.000
H -3.99048 -1.76243 0.52423 0.0 0.0 0.0 0.000
H 0.11404 3.03042 -1.89034 0.0 0.0 0.0 0.000
N -2.62697 0.71923 -4.27024 0.1 0.1 0.0 0.000
C -0.73566 2.34944 -1.92561 0.1 0.0 0.1 0.000
H 6.58631 -1.79272 4.24396 0.0 0.0 0.0 0.000
C -4.19263 1.81691 0.21566 0.0 0.0 0.0 0.000
H -2.34191 -1.24113 -3.63161 0.0 0.0 0.0 0.000
H -2.15636 1.61195 -4.19957 0.0 0.0 0.0 0.000
O 0.87424 0.10617 2.71806 -0.1 -0.1 0.1 0.486
H -3.15907 0.64308 2.22834 0.0 0.0 0.0 0.000
C 7.08626 -2.13870 3.33984 0.0 0.0 0.0 0.000
C -2.03698 0.46381 -6.74549 0.0 -0.1 0.0 0.000
O -1.37250 1.69194 -6.97418 0.0 0.1 0.0 0.000
H 3.48581 -0.96692 -0.55225 0.0 -0.1 0.0 0.000
H 2.73465 2.39156 3.00504 0.0 0.0 0.0 0.002
H -0.65148 -0.79762 -1.99017 0.0 0.0 0.0 0.000
O 5.88367 -2.94639 0.00814 0.0 0.0 0.0 0.000
C 4.39349 -0.62914 2.70550 -0.1 0.0 -0.1 0.002
C 1.31833 -0.00611 -0.00493 0.0 -0.1 -0.1 0.015
H -4.27630 2.23595 1.22261 0.0 0.0 0.0 0.000
H -3.79892 -1.80054 2.27086 0.0 0.0 0.0 0.000
C 3.36598 1.70519 2.44062 0.0 0.0 0.1 0.019
H 4.59817 2.25883 -0.33256 0.0 0.0 0.0 0.000
H -3.65518 -0.41576 -5.67288 0.0 0.0 0.0 0.000
C -1.19897 0.05993 -2.39347 0.1 -0.1 0.1 0.000
C -1.75750 -0.32172 -3.74521 -0.1 0.1 0.0 0.000
C -7.31492 0.28993 2.78454 -0.1 -0.1 0.0 0.000
H 5.65393 -2.41912 -0.76817 0.0 0.0 0.1 0.000
C 1.99479 -0.96575 0.97941 0.0 0.0 0.2 0.025
H -5.83186 -0.32454 0.78045 0.0 0.0 0.0 0.000
H 0.29791 1.00333 -5.94582 0.0 0.0 0.0 0.000
H -1.10759 2.18981 -0.90858 0.0 0.0 0.0 0.000
H 1.82365 0.95408 -0.06629 0.0 0.0 0.0 0.000
H -7.95839 -0.58028 2.62006 0.0 0.0 0.0 0.000
H 2.10936 0.96523 4.71132 0.0 0.0 0.0 -0.001
H 0.42355 2.59482 -6.72472 0.0 0.0 0.0 0.000
H -5.18482 1.49350 -0.11157 0.0 0.0 0.0 0.000
H -0.90969 -0.55376 -4.40647 0.0 0.0 0.0 0.000
C 3.18647 0.27211 2.96564 0.0 -0.2 -0.1 0.025
H 7.41004 -1.24149 2.80216 0.1 0.0 0.0 0.000
H 1.65605 -3.02830 1.59540 0.0 0.0 0.1 0.001
C -4.10138 -1.16400 1.43192 0.0 -0.1 0.0 0.000
```
Positions in Å, forces in eV/Å.

Values from the calculation:
Total charge ... 0
HOMO level (spin up / spin down) ... -7.8 / -8.5 eV
⟨S²⟩ ... 0.754
Spin multiplicity ... 2
Kohn-Sham gap (spin up / spin down) ... 8.3 / 9.0 eV



M values, unit g/mol, following the record order: 510.721; 541.500.
Total energy values, unit eV, following the record order: -45951.6564; -54999.2399.